1.
A molecular structure, C30H75Cs2N5O4S in a non-equilibrium geometry, computed with ωB97M-V/def2-TZVPD.

Its max |F| is 0.0666 hartree/bohr. The total energy is -59898.683 eV.

```
117
Properties=species:S:1:pos:R:3:lowdin_charge:R:1
Cs 24.995 -21.471 -10.328 1.024
Cs 18.933 -24.442 -11.921 1.024
S 22.275 -23.498 -11.346 -0.010
O 21.240 -23.408 -10.341 -0.495
O 21.773 -24.232 -12.500 -0.519
O 22.707 -22.198 -11.801 -0.565
O 23.432 -24.183 -10.811 -0.448
C 17.720 -21.357 -9.568 -0.065
C 17.230 -20.780 -10.901 -0.240
N 18.059 -21.288 -11.974 -0.252
C 17.475 -21.050 -13.296 -0.246
C 16.229 -21.907 -13.426 -0.102
C 19.493 -20.982 -11.965 -0.247
C 19.714 -19.463 -12.225 -0.063
H 16.931 -21.240 -8.825 0.078
H 18.562 -20.743 -9.247 0.063
H 18.040 -22.397 -9.516 0.051
H 16.215 -21.101 -11.136 0.103
H 17.174 -19.694 -10.822 0.115
H 17.176 -20.007 -13.399 0.114
H 18.130 -21.303 -14.130 0.113
H 16.054 -22.090 -14.487 0.064
H 16.213 -22.907 -12.991 0.051
H 15.308 -21.398 -13.143 0.072
H 19.994 -21.572 -12.732 0.083
H 19.955 -21.226 -11.009 0.083
H 20.748 -19.172 -12.412 0.066
H 19.417 -18.861 -11.366 0.065
H 19.260 -19.107 -13.150 0.064
C 22.427 -16.506 -9.680 -0.065
C 23.427 -17.685 -9.755 -0.249
N 23.168 -18.779 -8.797 -0.195
C 21.908 -19.541 -9.155 -0.234
C 21.684 -20.762 -8.279 -0.087
C 23.198 -18.327 -7.390 -0.267
C 24.505 -17.645 -7.018 -0.091
H 21.424 -16.809 -9.982 0.065
H 22.789 -15.734 -10.359 0.071
H 22.434 -16.013 -8.708 0.066
H 23.443 -18.155 -10.738 0.105
H 24.469 -17.400 -9.608 0.097
H 21.092 -18.821 -9.095 0.101
H 21.910 -19.846 -10.202 0.094
H 22.507 -21.469 -8.374 0.054
H 21.523 -20.522 -7.228 0.070
H 20.903 -21.441 -8.620 0.050
H 23.096 -19.165 -6.701 0.104
H 22.374 -17.666 -7.125 0.110
H 24.522 -17.484 -5.940 0.077
H 24.707 -16.703 -7.528 0.066
H 25.323 -18.314 -7.285 0.075
C 22.272 -30.732 -9.924 -0.084
C 22.571 -29.263 -9.511 -0.244
N 22.290 -28.349 -10.642 -0.187
C 23.413 -28.390 -11.615 -0.214
C 22.977 -27.835 -13.011 -0.065
C 22.019 -26.957 -10.257 -0.256
C 20.862 -26.819 -9.295 -0.095
H 22.226 -31.385 -9.053 0.061
H 23.059 -31.095 -10.586 0.052
H 21.298 -30.813 -10.407 0.071
H 21.889 -29.053 -8.687 0.092
H 23.562 -29.063 -9.104 0.112
H 23.727 -29.432 -11.664 0.090
H 24.255 -27.874 -11.155 0.112
H 22.086 -28.325 -13.404 0.066
H 23.760 -27.807 -13.769 0.067
H 22.705 -26.780 -12.962 0.045
H 22.871 -26.440 -9.816 0.114
H 21.770 -26.441 -11.184 0.081
H 20.521 -25.784 -9.272 0.039
H 20.006 -27.425 -9.592 0.078
H 21.181 -27.062 -8.282 0.063
C 19.276 -22.043 -4.002 -0.085
C 19.347 -23.556 -4.173 -0.246
N 18.884 -23.997 -5.492 -0.197
C 19.504 -23.432 -6.716 -0.209
C 20.973 -23.868 -6.832 -0.078
C 18.696 -25.416 -5.570 -0.293
C 17.446 -25.882 -4.863 -0.097
H 19.454 -21.803 -2.954 0.070
H 18.269 -21.672 -4.190 0.075
H 19.926 -21.531 -4.712 0.057
H 20.377 -23.897 -4.071 0.105
H 18.740 -24.017 -3.394 0.108
H 18.955 -23.758 -7.599 0.102
H 19.488 -22.342 -6.717 0.091
H 21.376 -23.633 -7.817 0.050
H 21.564 -23.430 -6.027 0.069
H 21.186 -24.926 -6.676 0.063
H 19.554 -25.957 -5.170 0.112
H 18.624 -25.741 -6.608 0.115
H 17.454 -25.922 -3.774 0.062
H 17.464 -26.955 -5.051 0.067
H 16.500 -25.444 -5.181 0.077
C 20.378 -23.201 -15.565 -0.058
C 19.120 -24.026 -15.937 -0.230
N 18.877 -25.199 -15.067 -0.240
C 20.056 -26.127 -14.932 -0.253
C 20.732 -26.642 -16.220 -0.061
C 17.723 -25.920 -15.573 -0.292
C 16.445 -25.172 -15.308 -0.087
H 20.498 -22.371 -16.262 0.077
H 21.294 -23.780 -15.682 0.068
H 20.349 -22.808 -14.549 0.048
H 18.317 -23.289 -15.910 0.096
H 19.152 -24.461 -16.936 0.110
H 20.843 -25.576 -14.416 0.075
H 19.680 -26.922 -14.288 0.106
H 20.058 -27.154 -16.906 0.069
H 21.160 -25.753 -16.685 0.064
H 21.545 -27.317 -15.952 0.070
H 17.623 -26.923 -15.158 0.120
H 17.844 -26.099 -16.641 0.109
H 16.332 -24.238 -15.859 0.064
H 16.347 -24.891 -14.259 0.052
H 15.620 -25.840 -15.555 0.078
```

***

2.
A molecular structure, C30H75CuN5NiO14S in a non-equilibrium geometry, computed with ωB97M-V/def2-TZVPD.

For the energy relative to the best compared isomer or geometry (same formula, charge and spin), the calculation gives 264.1 kJ/mol. Its max |F| is 0.0454 hartree/bohr. The total energy is -164950.232 eV. Its net charge is +1. As for the spin multiplicity: 3.

```
127
Properties=species:S:1:pos:R:3:lowdin_spin:R:1
Ni -2.178 0.327 -2.174 1.738
Cu 0.107 4.037 1.510 0.000
S -0.425 1.190 -0.388 0.006
O -0.878 2.185 0.615 0.005
O -0.763 1.648 -1.749 0.056
O 0.990 0.832 -0.279 0.008
O -1.332 -0.006 -0.334 0.055
C -2.165 2.631 -4.572 0.001
O -2.809 2.079 -3.435 0.018
C -3.553 3.083 -2.757 0.002
C -4.394 2.373 -1.710 0.003
N -3.591 1.434 -0.911 0.035
C -4.432 0.697 0.059 0.002
C -5.232 1.627 0.991 0.002
O -4.446 2.705 1.514 0.000
C -3.513 2.275 2.498 0.000
H -1.431 1.913 -4.932 0.000
H -1.617 3.541 -4.304 0.000
H -2.901 2.938 -5.321 0.000
H -4.250 3.570 -3.445 0.000
H -2.934 3.859 -2.299 0.000
H -5.224 1.829 -2.166 0.000
H -4.897 3.125 -1.095 0.001
H -2.997 1.953 -0.260 0.000
H -3.735 0.110 0.659 0.000
H -5.158 0.005 -0.371 0.000
H -5.571 1.065 1.864 0.000
H -6.052 2.078 0.439 0.000
H -2.775 3.073 2.542 0.000
H -3.005 1.378 2.136 0.000
H -3.944 2.033 3.472 0.000
C -1.110 0.054 6.714 0.000
O -1.270 0.306 5.323 0.000
C -0.917 -0.800 4.523 0.000
C -1.310 -0.588 3.092 0.000
N -0.807 -1.623 2.194 0.001
C -1.739 -2.758 2.135 0.000
C -1.136 -4.044 1.592 0.000
O -2.253 -4.916 1.479 0.000
C -1.951 -6.181 0.914 0.000
H -0.081 -0.246 6.933 0.000
H -1.817 -0.735 6.981 0.000
H -1.332 0.993 7.212 0.000
H -1.322 -1.725 4.950 0.000
H 0.182 -0.837 4.527 0.000
H -1.031 0.400 2.721 0.000
H -2.412 -0.633 3.031 0.000
H -0.824 -1.183 1.283 0.000
H -2.595 -2.493 1.500 0.000
H -2.181 -2.990 3.105 0.000
H -0.424 -4.463 2.309 0.000
H -0.621 -3.915 0.633 0.000
H -2.777 -6.820 1.235 0.000
H -1.003 -6.601 1.249 0.000
H -2.052 -6.137 -0.176 0.000
C 1.341 -2.254 -6.377 0.000
O 0.653 -1.249 -5.613 0.000
C 1.474 -0.707 -4.617 0.001
C 0.599 -0.035 -3.557 0.001
N -0.699 -0.716 -3.335 0.035
C -0.471 -1.941 -2.581 0.001
C -1.746 -2.694 -2.315 0.001
O -2.768 -1.771 -1.919 0.018
C -3.909 -2.474 -1.455 0.001
H 1.711 -3.013 -5.687 0.000
H 2.142 -1.783 -6.946 0.000
H 0.630 -2.696 -7.070 0.000
H 2.234 0.012 -4.935 0.000
H 2.009 -1.502 -4.076 0.000
H 0.419 0.986 -3.904 0.000
H 1.115 0.053 -2.604 0.000
H -0.852 -1.002 -4.309 0.002
H 0.037 -1.765 -1.631 0.000
H 0.164 -2.671 -3.098 0.001
H -1.528 -3.548 -1.671 0.000
H -2.090 -3.116 -3.272 0.000
H -4.382 -3.078 -2.234 0.000
H -4.698 -1.766 -1.186 0.000
H -3.739 -3.061 -0.551 0.000
C 0.142 5.115 -1.829 0.000
O 0.930 4.880 -0.692 0.000
C 2.175 4.294 -0.963 0.000
C 2.987 4.181 0.332 0.000
N 2.402 3.169 1.204 0.000
C 3.272 2.734 2.290 0.000
C 2.567 1.760 3.199 0.000
O 3.443 1.417 4.240 0.000
C 2.917 0.512 5.175 0.000
H -0.809 5.622 -1.666 0.000
H -0.005 4.195 -2.401 0.000
H 0.653 5.839 -2.480 0.000
H 2.770 4.865 -1.684 0.000
H 2.094 3.289 -1.395 0.000
H 3.011 5.134 0.864 0.000
H 4.008 3.870 0.076 0.000
H 2.120 2.370 0.646 0.000
H 3.560 3.567 2.939 0.000
H 4.224 2.350 1.906 0.000
H 2.188 0.859 2.691 0.000
H 1.647 2.203 3.612 0.000
H 2.641 -0.427 4.687 0.000
H 2.026 0.921 5.671 0.000
H 3.639 0.367 5.975 0.000
C 5.518 1.489 -2.665 0.000
O 5.292 0.657 -1.537 0.000
C 3.986 0.109 -1.555 0.000
C 3.899 -0.923 -0.435 0.000
N 2.565 -1.471 -0.343 0.000
C 2.319 -2.352 0.782 0.000
C 3.396 -3.426 0.993 0.000
O 2.936 -4.504 1.785 0.000
C 2.541 -4.097 3.065 0.000
H 4.924 2.406 -2.542 0.000
H 5.197 0.971 -3.569 0.000
H 6.545 1.837 -2.712 0.000
H 3.714 -0.403 -2.484 0.000
H 3.330 0.969 -1.375 0.000
H 4.158 -0.443 0.525 0.000
H 4.675 -1.682 -0.548 0.000
H 1.816 -0.787 -0.395 0.000
H 1.354 -2.858 0.661 0.000
H 2.110 -1.774 1.695 0.000
H 4.237 -2.928 1.493 0.000
H 3.786 -3.830 0.061 0.000
H 2.384 -4.942 3.736 0.000
H 1.659 -3.449 3.042 0.000
H 3.296 -3.516 3.617 0.000
```

***

3.
A molecular structure, C30H75F4K2N2O28P5S4 in a non-equilibrium geometry, computed with ωB97M-V/def2-TZVPD.

For the energy relative to the best compared isomer or geometry (same formula, charge and spin), the calculation gives 167.5 kJ/mol. Its max |F| is 0.0810 hartree/bohr. The total energy is -225956.703 eV.

```
150
Properties=species:S:1:pos:R:3:lowdin_charge:R:1
K 0.518 4.150 0.409 0.840
K 3.106 2.134 -0.392 0.844
N 0.623 1.779 -1.225 -0.455
S -0.062 2.566 -2.544 0.505
O -1.074 3.487 -2.149 -0.274
O -0.131 1.955 -3.807 -0.196
F 1.247 3.541 -2.690 -0.252
S -0.320 0.478 -1.221 0.437
O 0.192 -0.566 -2.018 -0.211
O -1.699 0.769 -1.133 -0.223
F 0.022 0.029 0.281 -0.184
N -2.792 -4.486 -0.955 -0.261
S -2.128 -5.498 0.163 0.474
O -2.868 -5.544 1.375 -0.282
O -0.709 -5.538 0.249 -0.284
F -2.563 -6.823 -0.572 -0.178
S -2.562 -3.066 -0.296 0.444
O -1.228 -2.560 -0.173 -0.317
O -3.514 -2.697 0.695 -0.281
F -3.022 -2.198 -1.575 -0.206
C -9.634 -1.718 -2.440 -0.076
C -8.734 -0.692 -1.793 -0.279
O -8.297 -1.209 -0.530 -0.178
P -6.731 -1.376 -0.327 0.356
O -6.124 -2.364 -1.196 -0.187
O -6.242 0.132 -0.481 -0.191
C -4.862 0.453 -0.166 -0.238
C -4.704 1.933 -0.426 -0.056
O -6.570 -1.692 1.212 -0.153
C -7.171 -0.821 2.174 -0.278
C -6.820 -1.321 3.561 -0.060
H -9.124 -2.687 -2.433 0.083
H -10.513 -1.909 -1.822 0.076
H -9.855 -1.523 -3.487 0.076
H -7.886 -0.508 -2.457 0.113
H -9.244 0.261 -1.647 0.117
H -4.662 0.202 0.876 0.096
H -4.235 -0.129 -0.839 0.103
H -3.800 2.344 0.021 0.060
H -4.756 2.157 -1.491 0.086
H -5.584 2.427 0.006 0.070
H -6.795 0.198 2.012 0.101
H -8.253 -0.729 2.052 0.117
H -7.264 -2.311 3.675 0.083
H -5.749 -1.345 3.735 0.072
H -7.340 -0.697 4.292 0.077
C 3.309 1.274 -4.228 -0.056
C 4.636 1.060 -4.901 -0.192
O 5.759 1.370 -4.008 -0.163
P 5.974 2.739 -3.318 0.340
O 5.181 3.025 -2.109 -0.315
O 7.521 2.688 -3.095 -0.156
C 8.172 3.662 -2.267 -0.256
C 9.066 2.980 -1.247 -0.060
O 5.801 3.808 -4.479 -0.166
C 5.130 5.072 -4.263 -0.250
C 4.718 5.624 -5.617 -0.060
H 3.374 0.799 -3.242 0.080
H 3.127 2.326 -3.993 0.059
H 2.483 0.873 -4.805 0.100
H 4.750 0.009 -5.151 0.102
H 4.814 1.711 -5.754 0.124
H 8.770 4.315 -2.902 0.122
H 7.434 4.292 -1.764 0.108
H 10.042 3.464 -1.219 0.078
H 8.611 2.839 -0.271 0.074
H 9.323 1.982 -1.617 0.084
H 4.244 4.897 -3.649 0.103
H 5.801 5.746 -3.730 0.119
H 5.600 6.057 -6.090 0.080
H 4.229 4.866 -6.223 0.082
H 4.025 6.461 -5.512 0.080
C 7.271 -2.489 -4.403 -0.064
C 6.106 -2.049 -3.543 -0.282
O 5.254 -3.118 -3.159 -0.167
P 4.198 -3.693 -4.206 0.358
O 3.891 -2.828 -5.334 -0.211
O 2.994 -4.105 -3.278 -0.167
C 1.733 -3.411 -3.403 -0.243
C 0.789 -3.868 -2.307 -0.064
O 4.802 -5.091 -4.641 -0.168
C 5.138 -6.041 -3.608 -0.267
C 4.272 -7.271 -3.753 -0.070
H 6.981 -2.629 -5.446 0.081
H 7.986 -1.660 -4.440 0.078
H 7.768 -3.376 -4.019 0.081
H 6.493 -1.603 -2.622 0.119
H 5.588 -1.208 -4.014 0.074
H 1.840 -2.327 -3.358 0.102
H 1.302 -3.686 -4.366 0.122
H 1.094 -3.422 -1.357 0.063
H -0.233 -3.595 -2.543 0.080
H 0.903 -4.934 -2.103 0.083
H 6.195 -6.304 -3.707 0.118
H 5.071 -5.602 -2.612 0.109
H 4.253 -7.879 -2.850 0.079
H 3.244 -7.017 -4.022 0.080
H 4.571 -7.906 -4.592 0.076
C -6.195 3.876 2.751 -0.071
C -4.851 4.512 2.720 -0.246
O -3.895 3.575 3.276 -0.149
P -2.360 3.851 3.292 0.349
O -1.833 4.515 2.080 -0.300
O -2.128 4.585 4.659 -0.143
C -0.836 4.933 5.151 -0.263
C -0.316 6.200 4.541 -0.073
O -1.761 2.418 3.566 -0.171
C -1.661 1.467 2.457 -0.228
C -2.543 0.261 2.744 -0.033
H -6.155 2.854 2.379 0.068
H -6.698 3.940 3.715 0.083
H -6.871 4.404 2.069 0.089
H -4.560 4.664 1.677 0.114
H -4.819 5.489 3.203 0.126
H -0.870 4.977 6.241 0.128
H -0.134 4.097 5.022 0.107
H 0.696 6.417 4.899 0.083
H -0.240 6.135 3.455 0.057
H -0.903 7.083 4.793 0.087
H -1.925 1.924 1.500 0.094
H -0.607 1.178 2.440 0.101
H -2.259 -0.168 3.706 0.080
H -3.579 0.580 2.863 0.077
H -2.421 -0.457 1.934 0.078
C 1.185 -2.749 1.785 -0.054
C 0.998 -1.622 2.766 -0.268
O 1.550 -2.021 4.037 -0.161
P 0.834 -1.498 5.344 0.357
O 1.511 -1.762 6.612 -0.217
O 0.601 0.043 5.017 -0.201
C 0.441 0.972 6.125 -0.240
C 1.806 1.514 6.512 -0.073
O -0.647 -2.043 5.232 -0.189
C -0.903 -3.459 5.098 -0.243
C -2.091 -3.629 4.184 -0.054
H 0.972 -2.369 0.788 0.047
H 2.170 -3.210 1.870 0.089
H 0.476 -3.568 1.922 0.076
H 1.486 -0.714 2.403 0.101
H -0.056 -1.365 2.867 0.096
H -0.163 1.771 5.694 0.091
H -0.104 0.479 6.925 0.123
H 2.283 1.933 5.625 0.071
H 1.692 2.319 7.241 0.076
H 2.413 0.714 6.930 0.072
H -0.030 -3.943 4.650 0.116
H -1.027 -3.930 6.074 0.121
H -2.239 -4.678 3.935 0.080
H -3.002 -3.213 4.616 0.081
H -1.919 -3.094 3.248 0.067
```